a.
Molecular formula: C4H7NO
Method: DFT, ωB97M-V with the def2-TZVPD basis set

Calculated values
- HOMO-LUMO gap: 0.410 Ha
- SMILES string: CCC=O.C#N

Cartesian coordinates (Å):
C: 1.93 -0.14 0.35
C: 0.46 -0.40 0.00
C: 0.01 0.60 -1.04
O: -0.85 1.44 -0.89
H: 2.55 -0.09 -0.55
H: 2.03 0.81 0.89
H: 2.32 -0.93 0.99
H: 0.36 -1.40 -0.44
H: -0.18 -0.34 0.88
H: 0.55 0.55 -2.00
C: -3.05 0.04 0.51
N: -3.50 -0.93 0.93
H: -2.56 0.91 0.10



b.
Molecular formula: C4H7NO
Method: DFT, ωB97M-V with the def2-TZVPD basis set

Calculated values
- HOMO-LUMO gap: 0.321 Ha
- SMILES string: NC(O)=C1CC1

Cartesian coordinates (Å):
N: 2.03 -0.33 -0.46
C: 1.01 0.09 0.36
O: 1.50 0.78 1.42
C: -0.30 -0.11 0.15
C: -1.26 -0.51 -0.88
C: -1.59 0.60 0.12
H: 1.74 -0.87 -1.26
H: 2.88 -0.63 -0.02
H: 0.77 0.88 2.05
H: -1.10 -0.24 -1.92
H: -1.79 -1.45 -0.75
H: -2.37 0.40 0.86
H: -1.58 1.62 -0.26



Most stable: a (next structure +0.0253 hartree)



a.
Molecular formula: C4H7NO
Method: DFT, ωB97M-V with the def2-TZVPD basis set

Calculated values
- HOMO-LUMO gap: 0.391 Ha
- SMILES string: C[C@H]1CC(=O)N1

Cartesian coordinates (Å):
C: 0.15 1.08 -1.22
C: 0.27 -0.20 -0.42
C: 0.65 -0.14 1.08
C: -0.72 -0.81 1.34
O: -1.32 -1.21 2.30
N: -1.01 -0.75 -0.02
H: -0.35 0.90 -2.18
H: -0.44 1.82 -0.67
H: 1.14 1.48 -1.43
H: 0.86 -0.94 -0.98
H: 1.50 -0.76 1.36
H: 0.75 0.87 1.49
H: -1.49 -1.36 -0.66



b.
Molecular formula: C4H7NO
Method: DFT, ωB97M-V with the def2-TZVPD basis set

Calculated values
- HOMO-LUMO gap: 0.403 Ha

Cartesian coordinates (Å):
C: -0.66 -0.01 1.60
C: 0.44 0.28 0.60
C: 0.70 -0.79 -0.47
C: 0.06 0.22 -1.39
N: -0.30 0.22 -2.59
O: -0.04 1.20 -0.43
H: -0.96 0.90 2.12
H: -0.32 -0.75 2.34
H: -1.54 -0.41 1.08
H: 1.33 0.70 1.08
H: 1.76 -0.97 -0.69
H: 0.17 -1.73 -0.36
H: -0.74 1.11 -2.83



Most stable: a (next structure +0.0170 hartree)



a.
Molecular formula: C4H7NO
Method: DFT, ωB97M-V with the def2-TZVPD basis set

Calculated values
- HOMO-LUMO gap: 0.349 Ha

Cartesian coordinates (Å):
O: 1.27 -0.41 1.49
C: 0.41 -0.16 0.43
C: -0.41 -1.25 -0.28
N: -0.82 0.44 -0.91
C: -0.82 0.73 0.56
C: 0.68 0.56 -0.88
H: 1.88 -1.11 1.24
H: -0.77 -0.95 -1.31
H: -1.21 -1.63 0.36
H: -0.70 1.81 0.72
H: -1.69 0.33 1.08
H: 1.21 0.01 -1.67
H: 0.97 1.61 -0.84



b.
Molecular formula: C4H7NO
Method: DFT, ωB97M-V with the def2-TZVPD basis set

Calculated values
- HOMO-LUMO gap: 0.385 Ha
- SMILES string: C1=NOCCC1

Cartesian coordinates (Å):
C: 1.01 -1.03 0.60
N: 1.67 0.03 0.79
O: 1.26 1.26 0.27
C: -0.12 1.43 -0.05
C: -0.59 0.20 -0.79
C: -0.41 -1.06 0.13
H: 1.44 -1.92 1.09
H: -0.21 2.35 -0.61
H: -0.60 1.68 0.90
H: -0.06 0.08 -1.77
H: -1.68 0.16 -1.03
H: -1.14 -1.16 0.97
H: -0.56 -2.02 -0.48



c.
Molecular formula: C4H7NO
Method: DFT, ωB97M-V with the def2-TZVPD basis set

Calculated values
- HOMO-LUMO gap: 0.379 Ha

Cartesian coordinates (Å):
C: 0.09 0.92 -1.67
C: 0.33 0.24 -0.31
N: 0.13 0.47 1.47
C: -0.17 -0.99 1.50
C: -0.76 -0.65 0.15
O: -1.92 -0.58 -0.15
H: 0.77 1.73 -1.93
H: -0.95 1.23 -1.83
H: 0.27 0.14 -2.44
H: 1.35 -0.13 -0.25
H: 1.07 0.63 1.80
H: -0.93 -1.37 2.19
H: 0.72 -1.64 1.48



d.
Molecular formula: C4H7NO
Method: DFT, ωB97M-V with the def2-TZVPD basis set

Calculated values
- HOMO-LUMO gap: 0.399 Ha
- SMILES string: C[C@H]1CN1C=O

Cartesian coordinates (Å):
C: 0.03 -1.79 0.26
C: 0.31 -0.31 0.37
C: 0.85 0.47 -0.79
N: -0.55 0.56 -0.41
C: -1.06 1.74 0.13
O: -1.35 2.71 -0.53
H: -0.85 -2.06 0.85
H: 0.89 -2.37 0.62
H: -0.16 -2.06 -0.78
H: 0.58 0.06 1.36
H: 1.47 1.34 -0.57
H: 1.05 -0.02 -1.73
H: -1.20 1.71 1.23



Most stable: d (next structure +0.0447 hartree)